This record from the Open Molecules 2025 dataset describes an isolated molecule of C3H6N2O3. The level of theory is the ωB97M-V functional and the def2-TZVPD basis.

Its net charge is 0. The calculation puts the HOMO energy at -10.5 eV.

Each line ends with the natural charge from an NBO analysis.
Element x y z (Å)
C 0.788 -2.895 0.462  -0.3255
C -0.171 -0.845 0.017  1.0023
C -0.020 1.739 -0.364  0.7147
H -0.200 -3.314 1.002  0.2323
H 1.449 -3.828 0.085  0.2293
H 1.455 -2.464 1.399  0.2153
H -1.604 1.321 0.570  0.3662
H -1.612 2.915 0.592  0.3637
H 0.708 3.390 0.342  0.3761
N -1.440 2.015 -0.040  -0.8243
N 0.920 2.570 -0.371  -0.6900
O 0.569 -1.741 -0.554  -0.4697
O -0.587 -0.839 1.167  -0.6214
O 0.001 0.318 -0.839  -0.5690


This record from the Open Molecules 2025 dataset describes a structure of composition C3H6N2O3. The level of theory is the ωB97M-V functional and the def2-TZVPD basis.

Its net charge is 0. The calculation puts the HOMO energy at -9.1 eV.

Each line ends with the natural charge from an NBO analysis.
Element x y z (Å)
C 0.180 1.240 0.578  -0.2665
C -0.774 0.757 -0.451  -0.1003
C 1.020 -0.675 -0.733  0.6994
N 1.729 -1.691 -0.818  -0.7208
N 1.434 0.509 0.037  0.2897
O 2.083 0.304 1.258  -0.6594
O 1.889 1.084 -1.009  -0.5750
O -0.245 -0.428 -1.141  -0.4859
H 0.191 2.322 0.389  0.2456
H 0.118 0.920 1.643  0.2449
H -1.792 0.379 -0.048  0.2125
H -0.926 1.529 -1.245  0.2079
H 1.427 -2.344 -1.527  0.3701
H 3.087 -0.251 1.692  0.5378


Energy above the lowest of the compared OMol25 structures with the same formula, charge and spin across the listed records, respectively: 4.087 8.234 eV.
Gap between HOMO and LUMO across the listed records, respectively: 11.071 9.156 eV.
Largest force on an atom across the listed records, respectively: 4.9 6.8 eV/A.